[1]
Here is an isolated molecule of C3H7NO from OMol25. Energies are from ωB97M-V/def2-TZVPD.

As for the SMILES: CCNC=O. The value obtained for the relative energy (zero: lowest compared OMol25 entry of this formula, charge and spin) is 63.9 kJ/mol. Its largest force on an atom is 0.8 eV/A. Its total energy is -6762.0881 eV.

Positions of all 12 atoms, in Å:
1 O -1.537 1.002 1.433
2 N -0.093 -0.441 0.453
3 C -0.852 0.682 0.485
4 C 1.648 -0.048 -1.286
5 C 0.524 -0.945 -0.759
6 H -0.234 -1.082 -1.525
7 H -0.260 -1.010 1.269
8 H 1.570 0.105 -2.356
9 H -0.771 1.311 -0.418
10 H 2.648 -0.408 -1.038
11 H 1.580 0.958 -0.846
12 H 0.928 -1.936 -0.548

And the Mulliken charges, in e, turn out to be:
1. O -0.566
2. N -0.188
3. C 0.033
4. C -0.965
5. C -0.388
6. H 0.276
7. H 0.250
8. H 0.290
9. H 0.299
10. H 0.299
11. H 0.320
12. H 0.340

[2]
Here is a 7-piece molecular cluster, C26H52O11 overall at a distorted geometry from OMol25. Energies are from ωB97M-V/def2-TZVPD.

As for the SMILES: COC(=O)OC.COC(=O)OC.C1CCOC1.C1CCOC1.C1CCOC1.C1CCOC1.C1CCOC1. The value obtained for the relative energy (zero: lowest compared OMol25 entry of this formula, charge and spin) is 0.0 kJ/mol. Its largest force on an atom is 4.8 eV/A. Its total energy is -50322.3039 eV.

Positions of all 89 atoms, in Å:
1 O -3.357 -9.004 24.963
2 O -10.472 -18.119 19.964
3 O -13.373 -20.550 26.449
4 O 2.696 -19.280 21.249
5 O -14.763 -14.672 22.711
6 O -10.178 -20.192 19.071
7 O -12.024 -19.239 18.727
8 O -1.117 -23.530 24.634
9 O -4.025 -15.899 23.155
10 O -13.271 -12.920 23.238
11 O -15.457 -12.509 23.107
12 C -5.021 -9.483 23.419
13 C -12.071 -13.648 23.289
14 C -5.111 -16.144 23.997
15 C -3.648 -9.904 23.941
16 C -16.862 -12.902 23.036
17 C 3.744 -19.709 20.415
18 C -10.842 -19.081 19.262
19 C -5.287 -8.062 23.983
20 C -12.600 -19.811 27.423
21 C 2.186 -18.078 20.825
22 C -0.980 -21.862 26.234
23 C -2.406 -23.494 25.195
24 C -8.834 -20.407 19.412
25 C -13.146 -18.336 18.943
26 C -0.542 -22.229 24.796
27 C -14.492 -13.484 23.039
28 C -3.931 -7.749 24.649
29 C 3.301 -17.413 19.983
30 C -12.578 -18.809 25.237
31 C -5.734 -16.565 21.806
32 C 4.455 -18.423 20.045
33 C -11.740 -18.979 26.497
34 C -2.378 -22.359 26.262
35 C -13.132 -20.185 25.159
36 C -5.794 -17.244 23.181
37 C -4.390 -15.852 21.800
38 H -14.070 -20.354 24.629
39 H 3.318 -20.174 19.526
40 H -12.027 -14.293 22.411
41 H 5.203 -18.333 20.833
42 H -3.045 -21.593 25.868
43 H 3.716 -16.459 20.308
44 H 4.389 -20.401 20.957
45 H -11.927 -20.477 27.963
46 H -8.652 -21.479 19.335
47 H -11.967 -18.473 24.400
48 H -12.045 -14.333 24.136
49 H -4.140 -7.174 25.551
50 H -8.665 -20.026 20.419
51 H -17.404 -11.966 22.899
52 H -13.774 -18.849 19.672
53 H -3.618 -16.344 21.208
54 H -0.389 -22.412 26.967
55 H -12.744 -17.349 19.169
56 H -8.189 -19.957 18.657
57 H 2.972 -17.269 18.954
58 H -3.325 -7.159 23.962
59 H -10.842 -19.586 26.373
60 H -0.792 -21.497 24.028
61 H 1.346 -18.281 20.161
62 H 1.867 -17.443 21.652
63 H -2.679 -22.542 27.294
64 H -5.774 -17.335 21.035
65 H -4.490 -14.807 21.504
66 H -13.326 -18.052 25.472
67 H -2.664 -24.424 25.701
68 H -17.092 -13.428 23.963
69 H -13.109 -19.042 28.005
70 H -11.144 -13.075 23.269
71 H -3.184 -23.221 24.482
72 H -6.816 -17.349 23.545
73 H -5.699 -7.407 23.215
74 H -3.669 -10.917 24.342
75 H 5.037 -18.525 19.128
76 H -5.054 -9.487 22.329
77 H -13.833 -18.179 18.112
78 H -5.785 -10.183 23.758
79 H -6.586 -15.905 21.643
80 H -5.258 -18.189 23.279
81 H -1.024 -20.782 26.375
82 H -11.489 -17.967 26.813
83 H -6.030 -8.115 24.779
84 H -2.917 -9.822 23.136
85 H 0.544 -22.329 24.798
86 H -5.611 -15.177 24.056
87 H -12.410 -20.958 24.892
88 H -17.002 -13.560 22.179
89 H -4.770 -16.410 24.998

And the Mulliken charges, in e, turn out to be:
1. O -0.393
2. O -0.645
3. O -0.414
4. O -0.382
5. O -0.590
6. O -0.333
7. O -0.340
8. O -0.385
9. O -0.423
10. O -0.275
11. O -0.310
12. C -0.437
13. C -0.574
14. C -0.406
15. C -0.385
16. C -0.581
17. C -0.478
18. C 0.902
19. C -0.506
20. C -0.349
21. C -0.395
22. C -0.437
23. C -0.436
24. C -0.613
25. C -0.589
26. C -0.452
27. C 0.758
28. C -0.482
29. C -0.513
30. C -0.353
31. C -0.462
32. C -0.510
33. C -0.721
34. C -0.539
35. C -0.383
36. C -0.482
37. C -0.334
38. H 0.264
39. H 0.285
40. H 0.280
41. H 0.260
42. H 0.187
43. H 0.270
44. H 0.321
45. H 0.274
46. H 0.219
47. H 0.308
48. H 0.259
49. H 0.345
50. H 0.308
51. H 0.206
52. H 0.249
53. H 0.279
54. H 0.287
55. H 0.304
56. H 0.285
57. H 0.276
58. H 0.268
59. H 0.283
60. H 0.283
61. H 0.283
62. H 0.269
63. H 0.348
64. H 0.254
65. H 0.225
66. H 0.219
67. H 0.298
68. H 0.283
69. H 0.281
70. H 0.248
71. H 0.277
72. H 0.286
73. H 0.326
74. H 0.244
75. H 0.313
76. H 0.307
77. H 0.251
78. H 0.208
79. H 0.256
80. H 0.269
81. H 0.276
82. H 0.358
83. H 0.227
84. H 0.278
85. H 0.293
86. H 0.255
87. H 0.232
88. H 0.297
89. H 0.284

[3]
Here is an isolated molecule of C4H9BrP2 from OMol25. Energies are from ωB97M-V/def2-TZVPD.

As for the SMILES: CP(Br)C/C=C\P. The value obtained for the relative energy (zero: lowest compared OMol25 entry of this formula, charge and spin) is 0.0 kJ/mol. Its largest force on an atom is 0.7 eV/A. Its total energy is -92913.4966 eV.

Positions of all 16 atoms, in Å:
1 Br 2.962 0.576 0.318
2 P -2.228 0.537 0.619
3 P 1.856 -1.140 -0.532
4 C 0.056 1.132 -0.873
5 C -0.984 1.604 -0.193
6 C 1.229 -1.840 1.064
7 C 0.284 -0.310 -1.171
8 H -1.092 2.669 -0.045
9 H 0.775 1.818 -1.306
10 H 2.084 -2.225 1.621
11 H -2.764 1.555 1.405
12 H 0.548 -2.663 0.849
13 H -0.554 -0.909 -0.797
14 H 0.706 -1.085 1.656
15 H -3.216 0.714 -0.355
16 H 0.339 -0.432 -2.261

And the Mulliken charges, in e, turn out to be:
1. Br -0.201
2. P -0.179
3. P 0.137
4. C -0.071
5. C -0.600
6. C -1.020
7. C -0.637
8. H 0.390
9. H 0.421
10. H 0.367
11. H 0.040
12. H 0.342
13. H 0.300
14. H 0.316
15. H 0.048
16. H 0.346

[4]
Here is an isolated molecule of C9H5N3O at a distorted geometry from OMol25. Energies are from ωB97M-V/def2-TZVPD.

As for the SMILES: N#Cc1nonc1-c1ccccc1. The value obtained for the relative energy (zero: lowest compared OMol25 entry of this formula, charge and spin) is 0.0 kJ/mol. Its largest force on an atom is 5.4 eV/A. Its total energy is -15928.2190 eV.

Positions of all 18 atoms, in Å:
1 O -1.481 0.071 3.301
2 N -1.253 0.742 2.098
3 N 2.080 -2.580 2.014
4 N -0.636 -0.922 3.434
5 C 0.064 -0.933 2.322
6 C -0.145 0.360 0.091
7 C -0.429 -0.001 1.468
8 C 0.156 0.566 -2.737
9 C 1.028 -0.153 -0.543
10 C -1.112 1.069 -0.648
11 C -0.903 1.181 -1.991
12 C 1.118 -1.941 2.194
13 C 1.139 -0.111 -1.940
14 H -1.615 1.834 -2.535
15 H 1.984 -0.476 -2.505
16 H -1.986 1.435 -0.163
17 H 1.775 -0.800 -0.101
18 H 0.216 0.659 -3.760

And the Mulliken charges, in e, turn out to be:
1. O -0.058
2. N -0.418
3. N -0.454
4. N -0.391
5. C 0.620
6. C 0.990
7. C 0.687
8. C -0.697
9. C -0.759
10. C -0.668
11. C -0.265
12. C -0.040
13. C -0.423
14. H 0.287
15. H 0.377
16. H 0.444
17. H 0.281
18. H 0.485

Repeat the first record exactly.
Here is an isolated molecule of C3H7NO from OMol25. Energies are from ωB97M-V/def2-TZVPD.

As for the SMILES: CCNC=O. The value obtained for the relative energy (zero: lowest compared OMol25 entry of this formula, charge and spin) is 63.9 kJ/mol. Its largest force on an atom is 0.8 eV/A. Its total energy is -6762.0881 eV.

Positions of all 12 atoms, in Å:
1 O -1.537 1.002 1.433
2 N -0.093 -0.441 0.453
3 C -0.852 0.682 0.485
4 C 1.648 -0.048 -1.286
5 C 0.524 -0.945 -0.759
6 H -0.234 -1.082 -1.525
7 H -0.260 -1.010 1.269
8 H 1.570 0.105 -2.356
9 H -0.771 1.311 -0.418
10 H 2.648 -0.408 -1.038
11 H 1.580 0.958 -0.846
12 H 0.928 -1.936 -0.548

And the Mulliken charges, in e, turn out to be:
1. O -0.566
2. N -0.188
3. C 0.033
4. C -0.965
5. C -0.388
6. H 0.276
7. H 0.250
8. H 0.290
9. H 0.299
10. H 0.299
11. H 0.320
12. H 0.340

What is the formula in the third record?
C4H9BrP2

Number 4 is which compound?
C9H5N3O